# 1
# C3H8NO2

The ion C3H8NO2 with charge -1 (ωB97M-V/def2-TZVPD, the OMol25 dataset).

The SMILES is N[C@@H](C[O-])CO. The gap between HOMO and LUMO is 6.11 eV. The calculation puts the LUMO energy at 3.790 eV. As for the HOMO energy: -2.3157 eV.

Structure (ORCA input):
```
! RIJCOSX wB97M-V def2-TZVPD def2/J DEFGRID3
* xyz -1 1
N -0.65 -1.38 -0.41
C 0.03 -0.09 0.03
C 1.07 -0.33 1.21
O 0.52 -0.11 2.41
C 0.22 0.75 -1.16
O -0.97 1.04 -1.89
H -1.32 -1.07 -1.11
H -0.95 -1.89 0.40
H -0.71 0.36 0.69
H 1.60 -1.32 1.07
H 1.74 0.51 0.87
H 0.86 1.61 -0.87
H 0.89 0.19 -1.87
H -1.42 1.64 -1.27
*
```


# 2
# C21H21BrN4O2

The molecule C21H21BrN4O2 (ωB97M-V/def2-TZVPD, the OMol25 dataset).

The SMILES is CC(C)(C)OC[C@@H]1NC(c2ccc(Br)cc2)=Nc2nc3ccccn3c2C1=O. The gap between HOMO and LUMO is 8.04 eV. The calculation puts the LUMO energy at -0.421 eV. As for the HOMO energy: -8.4592 eV.

Structure (ORCA input):
```
! RIJCOSX wB97M-V def2-TZVPD def2/J DEFGRID3
* xyz 0 1
C 0.00 -4.29 2.91
C -0.50 -2.85 2.94
C -0.23 -2.25 4.30
C -2.01 -2.81 2.65
O 0.28 -2.18 1.91
C 0.17 -0.76 1.83
C 0.26 -0.24 0.41
N 0.71 1.20 0.44
C 1.37 1.69 -0.69
C 2.48 2.60 -0.42
C 2.89 2.95 0.87
C 3.90 3.88 1.13
C 4.49 4.53 0.04
Br 5.75 5.97 0.41
C 4.16 4.18 -1.25
C 3.21 3.16 -1.50
N 1.10 1.34 -1.91
C -0.09 0.84 -2.39
N -0.46 1.17 -3.69
C -1.57 0.57 -3.88
C -2.40 0.51 -5.10
C -3.61 -0.17 -5.06
C -4.01 -0.89 -3.82
C -3.19 -0.85 -2.72
N -2.01 -0.10 -2.73
C -1.05 0.10 -1.78
C -1.02 -0.43 -0.42
O -2.08 -0.82 0.11
H -0.31 -4.84 3.80
H 1.10 -4.23 2.86
H -0.36 -4.77 2.04
H 0.84 -2.19 4.54
H -0.63 -1.23 4.37
H -0.73 -2.88 5.06
H -2.21 -3.21 1.65
H -2.37 -1.78 2.75
H -2.60 -3.43 3.32
H -0.74 -0.36 2.33
H 1.03 -0.35 2.39
H 0.99 -0.76 -0.15
H 0.11 1.88 0.90
H 2.42 2.53 1.75
H 4.20 4.20 2.12
H 4.61 4.63 -2.13
H 2.92 2.94 -2.53
H -2.10 1.02 -5.99
H -4.27 -0.31 -5.94
H -4.93 -1.50 -3.86
H -3.53 -1.40 -1.86
*
```


# 3
# C60H124N4O12

A cluster of 12 separate species, C60H124N4O12 in total (ωB97M-V/def2-TZVPD, the OMol25 dataset).

The gap between HOMO and LUMO (spin up / spin down) is 6.96 / 3.01 eV. The calculation puts the LUMO energy (spin up / spin down) at -2.533 / -6.488 eV. As for the HOMO energy (spin up / spin down): -9.4968 / -9.4968 eV. The expectation value of S² is 0.754.

Structure (ORCA input):
```
! RIJCOSX wB97M-V def2-TZVPD def2/J DEFGRID3
* xyz 1 2
C -5.86 -3.23 -2.86
C -4.68 -2.56 -3.66
C -5.27 -2.42 -5.14
C -4.48 -1.48 -6.12
C -4.28 -0.16 -5.37
C -3.70 -0.20 -3.97
N -4.35 -1.26 -3.12
O -3.92 -1.32 -1.77
C -2.14 -0.41 -4.14
C -3.91 1.21 -3.35
C -3.51 -3.60 -3.71
H -6.27 -4.11 -3.36
H -6.72 -2.58 -2.72
H -5.50 -3.56 -1.88
H -5.24 -3.35 -5.71
H -6.31 -2.11 -5.14
H -5.11 -1.24 -6.97
H -3.51 -1.87 -6.43
H -5.19 0.44 -5.33
H -3.65 0.41 -6.05
H -1.66 -0.68 -3.19
H -1.84 -1.28 -4.73
H -1.63 0.49 -4.46
H -3.79 2.02 -4.07
H -4.94 1.25 -2.98
H -3.41 1.51 -2.43
H -2.94 -3.66 -2.78
H -2.84 -3.34 -4.53
H -3.87 -4.63 -3.81
H -4.62 -0.80 -1.36
C -2.93 0.93 2.02
C -1.41 0.60 2.05
C -0.97 -0.37 0.84
C -0.83 0.42 -0.42
C 0.23 1.56 -0.24
C -0.18 2.55 0.81
N -0.52 1.81 2.10
O -0.86 2.69 3.14
C 1.00 3.56 1.15
C -1.47 3.32 0.34
C -1.14 -0.22 3.37
H -3.41 0.45 2.87
H -3.27 0.40 1.13
H -3.12 2.01 2.01
H 0.00 -0.76 1.16
H -1.68 -1.18 0.68
H -1.74 0.86 -0.84
H -0.68 -0.33 -1.20
H 0.47 2.05 -1.19
H 1.10 0.96 0.00
H 0.79 4.31 1.92
H 1.83 2.94 1.49
H 1.23 4.16 0.27
H -1.24 3.94 -0.52
H -2.30 2.68 0.02
H -1.88 3.86 1.19
H -0.11 -0.60 3.39
H -1.77 -1.10 3.28
H -1.14 0.34 4.30
H -0.19 2.39 3.77
C 0.61 -6.22 2.60
C 1.26 -6.53 1.21
C 0.09 -6.30 0.13
C -0.13 -4.82 -0.24
C 1.14 -4.11 -0.57
C 2.16 -4.16 0.53
N 2.36 -5.57 0.92
O 3.41 -5.60 1.87
C 3.45 -3.53 -0.10
C 1.73 -3.23 1.68
C 1.84 -7.94 1.12
H 1.26 -6.04 3.45
H 0.02 -7.10 2.86
H -0.11 -5.40 2.57
H 0.31 -6.80 -0.82
H -0.86 -6.67 0.51
H -0.61 -4.34 0.61
H -0.89 -4.73 -1.02
H 0.84 -3.08 -0.74
H 1.40 -4.59 -1.52
H 3.39 -2.46 -0.28
H 4.35 -3.63 0.50
H 3.78 -4.05 -1.00
H 1.78 -2.23 1.26
H 0.73 -3.36 2.08
H 2.44 -3.34 2.50
H 1.09 -8.73 1.19
H 2.52 -8.17 1.94
H 2.29 -8.00 0.14
H 4.16 -5.73 1.29
C 4.12 -0.85 -3.61
C 2.91 -1.27 -4.55
C 1.55 -0.80 -3.95
C 1.24 0.70 -3.98
C 1.48 1.09 -5.49
C 2.79 0.70 -6.17
N 3.13 -0.68 -5.90
O 4.26 -1.05 -6.47
C 2.51 0.95 -7.68
C 3.94 1.61 -5.73
C 2.88 -2.84 -4.76
H 3.95 0.12 -3.16
H 5.09 -0.90 -4.12
H 4.28 -1.49 -2.74
H 0.72 -1.35 -4.41
H 1.54 -1.13 -2.91
H 1.80 1.28 -3.25
H 0.19 0.96 -3.86
H 1.24 2.13 -5.67
H 0.65 0.58 -5.97
H 3.43 0.79 -8.23
H 1.87 0.23 -8.19
H 2.14 1.95 -7.93
H 4.87 1.34 -6.24
H 3.78 2.68 -5.89
H 4.19 1.55 -4.66
H 2.84 -3.39 -3.82
H 3.74 -3.31 -5.24
H 1.96 -3.19 -5.25
H 4.02 -1.24 -7.38
C -4.50 -3.41 0.78
C -4.03 -3.08 2.15
O -2.93 -3.49 2.51
C -4.95 -2.20 3.07
H -5.25 -4.18 0.94
H -3.74 -3.74 0.07
H -4.91 -2.48 0.37
H -4.76 -1.16 2.81
H -4.66 -2.41 4.10
H -5.99 -2.44 2.88
C 4.63 -0.37 1.29
C 4.85 0.31 -0.06
O 5.92 0.25 -0.64
C 3.77 1.21 -0.65
H 4.22 -1.38 1.25
H 3.91 0.17 1.90
H 5.65 -0.43 1.68
H 3.28 1.81 0.11
H 2.97 0.67 -1.17
H 4.20 1.93 -1.35
C 2.85 7.58 1.51
C 1.98 7.00 2.63
O 2.27 5.89 3.13
C 0.92 7.95 3.17
H 2.31 7.40 0.58
H 3.77 6.99 1.44
H 3.00 8.65 1.64
H 0.07 7.88 2.49
H 1.36 8.95 3.19
H 0.63 7.47 4.10
C -1.57 1.32 6.67
C -1.36 2.08 7.95
O -1.73 1.62 9.03
C -0.42 3.29 7.98
H -2.13 0.39 6.79
H -0.62 1.06 6.22
H -2.16 1.91 5.96
H -0.78 3.92 8.79
H -0.64 3.82 7.05
H 0.65 3.09 8.13
C 3.26 1.34 6.45
C 2.29 1.94 5.44
O 1.31 1.33 5.14
C 2.57 3.27 4.78
H 4.09 2.04 6.55
H 3.77 0.46 6.04
H 2.81 1.24 7.43
H 1.65 3.58 4.28
H 3.30 2.94 4.05
H 3.01 4.08 5.37
C -6.68 2.81 1.56
C -5.92 2.20 0.46
O -6.01 0.99 0.27
C -5.14 3.05 -0.47
H -7.00 2.20 2.41
H -7.56 3.23 1.09
H -6.08 3.62 1.98
H -4.68 2.32 -1.14
H -4.43 3.67 0.08
H -5.81 3.66 -1.08
C 0.16 -3.40 4.84
C 0.08 -2.66 6.11
O -0.92 -2.77 6.86
C 1.26 -1.77 6.48
H -0.63 -3.18 4.13
H 0.06 -4.46 5.09
H 1.15 -3.19 4.44
H 1.69 -1.20 5.66
H 2.05 -2.37 6.93
H 0.92 -1.13 7.30
C 4.87 5.11 -2.38
C 3.69 5.98 -2.20
O 2.71 5.41 -1.68
C 3.71 7.42 -2.52
H 5.82 5.55 -2.05
H 5.03 4.90 -3.44
H 4.81 4.17 -1.83
H 3.18 8.17 -1.93
H 3.18 7.50 -3.47
H 4.75 7.72 -2.69
*
```